Here is a molecular structure, C26H44InN7O2P from the OMol25 dataset. Energies are from ωB97M-V/def2-TZVPD.

Output
- Relative energy (zero: lowest compared OMol25 entry of this formula, charge and spin): 61.3 kcal per mole
- E_HOMO: -0.6556 Eh
- Total charge: +3
- Orbital gap: 0.249 Eh
- E_tot: -56638.3717 eV
- LUMO level: -0.4063 Ha

Geometry as XYZ:
```
81
Properties=species:S:1:pos:R:3:mulliken_charge:R:1
In 0.0522 0.1196 -0.2821 1.47
N 2.8215 0.4721 -4.0392 0.25
C 1.9844 -0.3108 -3.3686 -0.94
N 1.4935 0.3647 -2.3354 -0.04
C 2.0973 1.5720 -2.4553 0.40
N 2.9109 1.6831 -3.4741 -0.69
C 1.8241 2.6631 -1.5405 0.35
C 2.4254 3.9096 -1.7339 -0.29
N 2.1775 4.9396 -0.9526 -0.45
C 1.3155 4.7338 0.0351 -0.53
C 0.7204 3.5049 0.2484 -0.04
N 0.9662 2.4370 -0.5364 -0.17
H 3.3570 0.2662 -4.8731 0.24
H 1.7538 -1.3180 -3.6532 0.68
H 3.1192 4.0499 -2.5541 0.51
H 1.0862 5.5744 0.6786 0.43
H 0.0327 3.4065 1.0582 0.25
C -2.6172 -1.1228 4.4555 -0.95
O -1.6581 -1.4292 3.3981 -0.29
C -1.3221 -0.5538 2.5102 0.38
O -0.5438 -0.9077 1.5924 -0.32
N -1.8182 0.6893 2.5603 -0.06
N -1.4431 1.5653 1.5421 -0.48
H -2.7070 -2.0409 5.0238 0.25
H -3.5784 -0.8595 4.0155 0.42
H -2.2240 -0.3357 5.0976 0.48
H -2.3832 1.0231 3.3283 0.24
H -0.8657 2.2845 1.9594 0.30
H -2.2779 2.0024 1.1544 0.27
C -0.8773 -4.9410 -4.8735 -0.68
C 0.5745 -4.4937 -4.6466 -1.46
C 0.6682 -3.3639 -3.6082 -1.21
C -0.3584 -3.6155 -2.4994 1.54
C -1.7825 -3.4176 -3.0784 -0.97
C -1.8374 -3.7978 -4.5684 -0.98
P -0.1365 -2.7539 -0.9107 -1.04
C -1.5673 -3.1106 0.1626 0.72
C -1.8420 -4.6493 0.2425 -0.96
C -3.2886 -4.9085 0.6946 -1.01
C -3.7520 -3.8464 1.6807 -0.51
C -3.8692 -2.4862 0.9722 -0.77
C -2.8569 -2.3448 -0.1805 -0.94
C 1.3890 -3.1388 -0.0026 0.36
C 1.6779 -4.6770 0.0071 -0.98
C 2.7751 -5.0753 -0.9743 -0.23
C 4.0974 -4.3375 -0.6927 -0.95
C 3.8883 -3.0098 0.0475 -1.11
C 2.6192 -2.3309 -0.4571 0.19
H -1.1187 -5.7968 -4.2364 0.36
H -1.0051 -5.2815 -5.8991 0.50
H 1.0079 -4.1375 -5.5820 0.51
H 1.1849 -5.3373 -4.3192 0.30
H 0.4194 -2.4139 -4.0833 0.59
H 1.6893 -3.3145 -3.2253 0.67
H -0.2213 -4.6501 -2.1485 0.74
H -2.0963 -2.3775 -2.9570 0.32
H -2.4871 -4.0401 -2.5264 0.27
H -1.5920 -2.9337 -5.1902 0.36
H -2.8607 -4.0756 -4.8170 0.47
H -1.2352 -2.7645 1.1304 0.31
H -1.1469 -5.0799 0.9639 0.41
H -1.6805 -5.1478 -0.7135 0.19
H -3.3323 -5.9010 1.1421 0.55
H -3.9577 -4.9246 -0.1689 0.35
H -3.0400 -3.7862 2.5095 0.19
H -4.7155 -4.1229 2.1061 0.50
H -3.7201 -1.6813 1.6963 0.05
H -4.8731 -2.3632 0.5660 0.53
H -2.6348 -1.2808 -0.3467 0.03
H -3.2921 -2.7295 -1.0977 0.61
H 1.1344 -2.8201 1.0139 0.68
H 0.7745 -5.2617 -0.1637 0.33
H 2.0028 -4.9151 1.0221 0.63
H 2.4435 -4.9051 -2.0022 -0.32
H 2.9257 -6.1517 -0.8943 0.60
H 4.6160 -4.1486 -1.6339 0.35
H 4.7572 -4.9735 -0.1040 0.38
H 4.7464 -2.3577 -0.1124 0.46
H 3.8115 -3.1705 1.1256 0.36
H 2.6693 -2.2661 -1.5472 -0.21
H 2.5432 -1.3017 -0.0739 0.28
```